(1)
# C6H9N

A single C6H9N molecule (ωB97M-V/def2-TZVPD, OMol25).

SMILES	CC1(C)C=C=CN1
orbital gap	7.55	eV
lowest unoccupied orbital energy	0.234	eV

```
! wB97M-V def2-TZVPD RIJCOSX def2/J DEFGRID3
* xyz 0 1
N -0.6815 -1.0562 0.3383
C -0.1027 -2.0585 -0.3105
C 0.8830 0.7007 1.0858
C 0.9415 -1.7153 -1.2500
C -1.0650 1.2626 -0.4328
C -0.0365 0.1971 -0.0526
C 0.8810 -0.3506 -1.1305
H -1.6947 1.5078 0.4334
H 1.5249 0.3712 -1.6414
H 1.7796 1.1672 0.6648
H -0.5451 2.1814 -0.7204
H -1.4603 -1.1330 0.9788
H 0.3782 1.4429 1.7136
H 1.2033 -0.1418 1.7061
H -0.4512 -3.0665 -0.0744
H -1.7090 0.9533 -1.2619
*
```

Atomic partial charges in e from the Löwdin method, atoms 1 to 6:
1. N 0.071
2. C -0.115
3. C -0.024
4. C -0.095
5. C -0.030
6. C -0.550

=====

(2)
# C6H9N

A single C6H9N molecule at a distorted geometry (ωB97M-V/def2-TZVPD, OMol25).

SMILES	C=C(C)N=C=CC
orbital gap	8.56	eV
lowest unoccupied orbital energy	0.751	eV

```
! wB97M-V def2-TZVPD RIJCOSX def2/J DEFGRID3
* xyz 0 1
N 0.3949 -0.3482 -0.9293
C -0.2110 0.7232 -1.4117
C 0.5668 -1.3558 2.6344
C 1.3624 -1.4536 1.3404
C 0.9100 -0.6701 0.1165
C 0.2987 1.4155 -2.3909
C -1.6549 0.8909 -1.0120
H 0.9880 -0.9038 3.4682
H 2.4692 -1.3103 1.3256
H -2.2325 0.1845 -1.6435
H -0.3089 2.0942 -2.9090
H 0.2465 -2.3423 2.8943
H -0.3153 -0.6605 2.4664
H -2.0229 1.9005 -1.3478
H 1.3335 1.2304 -2.7695
H -1.8245 0.6056 0.1680
*
```

Atomic partial charges in e from the Löwdin method, atoms 1 to 6:
1. N 0.120
2. C -0.501
3. C -0.153
4. C -0.127
5. C 0.013
6. C 0.038

=====

Number 1: HOMO -7.32 eV. Number 2: HOMO -7.81 eV.